Below is a single C9H9Cl2N molecule at a distorted geometry, with properties calculated with wB97M-V/def2-TZVPD.

Computed properties:
Orbital gap (spin up / spin down): 8.435 / 7.277 eV
Maximum force: 2.77 eV/Å
LUMO (spin up / spin down): 0.24 / 0.11 eV
Relative energy (zero: lowest compared OMol25 entry of this formula, charge and spin): 383.3 kJ/mol
E_HOMO (spin up / spin down): -8.198 / -7.171 eV
Molecular weight: 202.08 g/mol
Total energy: -1323.35208 hartree
Multiplicity: 1

Last columns: bonded neighbours and bond lengths (Å).
Geometry (Å):
1 Cl -2.90437 -1.31562 0.49815  C12 1.766
2 Cl -0.19609 -2.80196 2.68706  C7 1.871
3 N -0.72760 -2.74903 -0.32581  C12 1.374, H18 0.990, H19 0.997
4 C 0.01715 2.51466 -1.70329  C10 1.377, C11 1.386, H14 1.095
5 C 1.35509 1.66527 0.10790  C9 1.428, C11 1.375, H16 1.074
6 C 0.94771 -0.65239 1.04187  C7 1.638, C9 1.488, H17 1.076, H20 1.108
7 C -0.44662 -1.28038 1.62767  Cl2 1.871, C6 1.638, C12 1.458, H21 1.074
8 C -0.40235 0.40449 -0.80165  C9 1.356, C10 1.400
9 C 0.61353 0.44552 0.09498  C5 1.428, C6 1.488, C8 1.356
10 C -0.77190 1.38689 -1.72752  C4 1.377, C8 1.400, H15 1.131
11 C 1.09700 2.62571 -0.84098  C4 1.386, C5 1.375, H13 1.032
12 C -1.18262 -1.70495 0.44224  Cl1 1.766, N3 1.374, C7 1.458
13 H 1.65993 3.49004 -0.86170  C11 1.032
14 H -0.18041 3.34924 -2.38421  C4 1.095
15 H -1.71835 1.39245 -2.34719  C10 1.131
16 H 2.20526 1.69020 0.76314  C5 1.074
17 H 1.54239 -0.14845 1.78320  C6 1.076
18 H 0.10631 -3.04365 0.11970  N3 0.990
19 H -1.43305 -3.30129 -0.76237  N3 0.997
20 H 1.38539 -1.40829 0.36026  C6 1.108
21 H -0.96641 -0.55846 2.22855  C7 1.074

Partial atomic charges computed with the Mulliken method, in multiples of e: -0.18, -0.19, -0.34, -0.09, -0.64, -0.83, -0.63, 0.29, 0.92, -0.94, -0.73, 0.25, 0.44, 0.32, 0.30, 0.33, 0.48, 0.23, 0.26, 0.25, 0.51